13
Properties=species:S:1:pos:R:3:forces:R:3 method="wB97M-V/def2-TZVPD" homo_lumo_gap_ev=9.0286 homo_ev=-8.91
N 2.433 -0.949 1.403 -0.7827 0.6265 -0.3795
C 1.595 -0.267 0.993 0.5840 -0.4954 0.2867
C 0.550 0.599 0.420 0.0959 0.1029 -0.0158
C 0.357 0.499 -1.106 0.0421 0.0360 -0.0853
C -1.143 0.159 -1.033 0.2007 -0.3026 -0.2209
C -1.191 -0.926 -0.025 -0.0963 -0.0539 -0.0742
N -0.807 0.179 0.890 -0.0455 0.0550 0.0361
H 0.740 1.620 0.760 -0.0232 -0.1358 -0.1111
H 0.937 -0.293 -1.595 -0.0086 0.0788 0.0615
H 0.563 1.449 -1.604 -0.0274 -0.1823 0.0552
H -1.445 0.959 0.663 0.0226 0.0260 0.5742
H -0.420 -1.704 -0.016 -0.0923 0.1359 0.0344
H -2.168 -1.325 0.249 0.1307 0.1089 -0.1614

***

13
Properties=species:S:1:pos:R:3:forces:R:3 method="wB97M-V/def2-TZVPD" homo_lumo_gap_ev=10.9529 smiles="C1=N[C@H]1C[C@H]1C=N1" homo_ev=-9.82
C 1.669 -0.662 1.129 0.3465 -0.0267 -0.2613
N 2.522 -0.481 0.226 -0.2609 -0.1642 0.3759
C 1.330 0.463 0.290 -0.1843 0.2717 -0.0583
C 0.256 0.357 -0.776 0.0048 -0.0499 -0.0295
C -1.129 0.477 -0.171 0.1630 0.3017 -0.0788
C -2.138 -0.552 -0.302 0.1258 -0.1118 0.3843
N -1.554 -0.613 0.806 -0.3140 -0.0853 -0.4040
H 1.463 -1.346 1.944 0.0510 0.0942 -0.1057
H 1.549 1.472 0.644 -0.0262 -0.1566 -0.0503
H 0.362 -0.610 -1.281 -0.0214 0.1137 0.0854
H 0.398 1.137 -1.535 -0.0230 -0.0971 0.1110
H -1.435 1.486 0.113 0.0386 -0.1622 -0.0353
H -2.909 -1.084 -0.849 0.1001 0.0725 0.0668

***

13
Properties=species:S:1:pos:R:3:forces:R:3 method="wB97M-V/def2-TZVPD" homo_lumo_gap_ev=9.6369 smiles="C1=CCC=C1.N#N" homo_ev=-8.60
C -0.490 -1.232 -0.149 1.8139 -4.2151 -1.1840
C -1.104 -0.521 0.748 0.3009 2.4046 -1.3346
C -0.880 0.905 0.406 1.0459 0.9879 1.1459
C 0.089 0.872 -0.758 -0.8978 -0.3572 -2.3149
C 0.302 -0.426 -1.063 -2.0226 -0.6270 -1.8629
H -0.255 -2.347 -0.150 -0.9894 1.4334 0.1398
H -1.709 -0.694 1.540 -1.5893 -1.2727 2.2461
H -1.760 1.518 0.687 0.1047 0.0805 -1.6410
H -0.257 1.345 1.186 0.6241 -0.1686 0.7259
H 0.682 1.601 -1.329 -0.8477 0.3895 0.8350
H 0.810 -0.982 -1.924 -0.2068 1.5273 1.4513
N 2.681 0.365 0.358 -0.9466 -1.3792 0.3620
N 1.891 -0.403 0.447 3.6106 1.1966 1.4313

***

13
Properties=species:S:1:pos:R:3:forces:R:3 method="wB97M-V/def2-TZVPD" homo_lumo_gap_ev=8.3780 homo_ev=-7.99
C -1.416 2.347 -0.244 -0.4032 1.3378 -0.2214
C 1.733 0.330 0.363 -0.3434 0.0684 0.5658
C -1.972 -0.006 0.070 -0.0536 0.0086 -0.0131
C 2.438 0.182 -0.711 0.6122 -0.0596 -0.6445
C -2.610 -1.136 0.163 -0.0156 -0.4070 0.0754
N -1.623 1.154 -0.066 -0.1410 -0.8006 0.0279
N 1.046 0.633 1.314 -0.2412 0.4457 0.2159
H -0.403 2.721 -0.221 0.4807 -0.2359 0.0937
H 3.474 0.475 -0.722 0.1364 0.0199 0.0985
H 2.022 -0.211 -1.618 -0.2366 -0.1602 -0.1345
H -3.687 -1.199 0.078 -0.1073 0.1689 -0.0312
H -2.093 -2.068 0.332 0.1502 -0.0774 0.0226
H 0.883 0.010 2.091 0.1624 -0.3086 -0.0551

***

13
Properties=species:S:1:pos:R:3:forces:R:3 method="wB97M-V/def2-TZVPD" homo_lumo_gap_ev="7.0400 / 7.0412" homo_ev="-8.23 / -8.23"
C 0.931 -0.664 -1.451 -0.5153 -0.5927 -0.4096
C 0.044 -0.151 -0.385 1.5225 -0.5838 -0.2694
C -0.019 -0.909 0.805 2.6634 -3.7999 -1.3412
C -0.440 1.088 -0.199 -1.5401 2.7165 -0.3907
C -1.205 1.441 1.064 0.2257 -0.2370 -0.3384
N 1.462 -1.826 -1.188 0.5849 0.5768 -0.7089
N 1.182 -2.239 -0.003 -4.1472 4.1348 2.8116
H 1.022 -0.238 -2.441 0.0900 0.0191 0.1222
H -0.407 1.959 -0.971 0.4107 -1.7682 1.1390
H -1.402 0.506 1.577 -0.4868 0.1609 0.1176
H -2.103 2.043 0.890 0.1739 -0.1798 -0.1864
H -0.580 1.989 1.764 0.2737 0.3660 -0.1265
H 1.516 -2.997 0.539 0.7446 -0.8128 -0.4192

***

13
Properties=species:S:1:pos:R:3:forces:R:3 method="wB97M-V/def2-TZVPD" homo_lumo_gap_ev=9.7278 smiles="C1=CCC=C1.N#N" homo_ev=-8.49
C 1.055 0.958 0.639 0.7454 -0.5678 0.6147
C 0.035 1.429 -0.094 1.1565 2.6074 3.0297
C -0.522 0.448 -0.933 -0.6070 -1.5720 -3.3094
C 0.210 -0.825 -0.470 1.2145 -1.3419 -1.4254
C 1.201 -0.490 0.377 -0.4981 0.4824 0.4756
H 1.672 1.518 1.349 -0.3751 -0.1338 -0.2885
H -0.371 2.405 0.158 -0.0231 0.0238 -0.7174
H -1.633 0.546 -1.093 1.1225 -0.7203 0.3366
H -0.057 0.731 -1.973 -0.8524 -0.8181 1.3262
H 0.280 -1.867 -0.906 -0.9032 1.5093 0.2031
H 1.879 -1.212 0.878 -0.3661 0.7901 -0.6094
N -1.848 -1.660 1.558 -0.2298 -0.4789 -1.3104
N -1.900 -1.981 0.508 -0.3844 0.2198 1.6746

***

13
Properties=species:S:1:pos:R:3:forces:R:3 method="wB97M-V/def2-TZVPD" homo_lumo_gap_ev=8.8537 homo_ev=-9.58
C -0.199 -0.896 0.201 5.7683 0.5888 0.8074
C -0.895 0.170 -0.081 -0.5882 -0.8406 0.8157
C 1.472 0.014 0.029 -2.7993 -5.5023 0.5747
C 2.701 -0.473 0.015 0.8742 -1.4732 0.0287
C -2.331 0.417 0.011 -0.8255 -1.5873 -1.5624
N -0.168 1.326 -0.375 1.2696 1.8484 -1.0863
N 1.090 1.221 -0.350 -1.6745 2.1586 -0.1100
H -0.154 -1.896 0.688 -0.7140 1.0609 -0.8437
H 3.466 0.251 -0.247 0.2712 -0.2280 0.1035
H 3.003 -1.577 0.178 -0.7787 2.1667 -0.1340
H -2.781 -0.252 0.748 -0.2232 0.4110 -0.1232
H -2.787 0.247 -0.998 0.0870 -0.0237 0.8035
H -2.418 1.446 0.182 -0.6668 1.4207 0.7262

***

14
Properties=species:S:1:pos:R:3:forces:R:3 method="wB97M-V/def2-TZVPD" homo_lumo_gap_ev=9.4406 homo_ev=-8.56
C -1.634 0.471 -0.954 0.9862 0.3053 -0.5863
C -0.333 0.649 -1.406 -3.2009 -0.4845 -2.3587
C -0.369 0.452 0.731 -1.3916 -0.6618 2.5711
C -0.721 -2.444 1.791 0.4229 -0.2270 -0.7572
C 1.791 0.313 -0.236 4.4824 -3.6467 -1.1323
N -1.620 0.277 0.369 0.0703 1.0664 1.2416
N 0.463 0.620 -0.344 -1.8062 0.2863 1.4174
O -1.237 -2.268 2.767 -0.4215 0.1354 0.7651
H -2.563 0.591 -1.468 -0.1689 -0.3449 -0.5240
H -0.190 0.556 -2.474 1.2686 0.4201 0.2573
H -0.213 0.453 1.876 0.8918 -0.0177 -2.3862
H 1.887 -0.623 0.388 0.0636 1.1982 -0.0766
H 2.417 1.092 0.150 0.2847 0.4673 0.2317
H 2.323 -0.138 -1.191 -1.4812 1.5037 1.3372

***

14
Properties=species:S:1:pos:R:3:forces:R:3 method="wB97M-V/def2-TZVPD" homo_lumo_gap_ev="7.7960 / 7.7949" homo_ev="-8.26 / -8.26"
C 0.544 -1.587 0.325 -0.0813 0.1416 0.1757
C 0.395 -0.670 -0.823 0.2199 -0.0957 -0.8129
C -0.105 1.338 0.095 0.1168 0.0376 0.0779
C 1.013 1.587 0.783 -0.0752 -0.0489 -0.1583
N -1.155 1.996 -0.565 0.0335 -0.2863 0.1597
N -1.937 -0.417 -0.458 0.0468 -0.1088 -0.0208
C -1.350 0.717 -0.366 0.1277 0.0672 -0.2167
O 0.700 -0.569 -1.928 -0.3624 0.1702 0.9237
H -2.835 -0.353 -0.938 0.0798 0.0451 0.0313
H -0.037 -1.248 1.175 -0.0092 0.0316 -0.0368
H 1.609 -1.630 0.564 -0.0513 0.0298 -0.0470
H 0.195 -2.568 0.002 -0.0006 0.0863 -0.0443
H 1.623 0.796 1.193 -0.0393 -0.0389 0.0131
H 1.339 2.608 0.940 -0.0054 -0.0308 -0.0446

***

14
Properties=species:S:1:pos:R:3:forces:R:3 method="wB97M-V/def2-TZVPD" homo_lumo_gap_ev=10.5585 smiles="N#C[C@]1(C=O)CCN1" homo_ev=-9.88
N -2.320 -1.763 0.157 -0.0080 -0.2902 -0.7122
C -1.319 -1.309 -0.185 -0.6889 0.0550 1.3403
C -0.103 -0.539 -0.089 2.1868 0.0988 -1.3174
C 1.192 -1.428 -0.403 -1.3237 0.0186 -0.1972
O 2.135 -1.555 0.309 0.0286 0.2001 0.2275
C -0.030 0.484 1.118 -1.0240 -0.6201 -1.9691
C -0.011 1.574 -0.018 1.7396 -0.6178 0.9336
N 0.084 0.564 -1.113 0.0675 0.3228 1.5059
H 1.136 -1.898 -1.428 0.0128 0.3769 0.5420
H 0.808 0.330 1.772 0.6122 0.1881 -0.0658
H -0.936 0.416 1.701 -0.2439 0.2311 0.1381
H 0.901 2.168 0.031 -0.2057 0.3240 -0.0790
H -0.882 2.187 -0.097 -0.5430 0.4253 0.1967
H -0.655 0.767 -1.753 -0.6102 -0.7125 -0.5435

***

14
Properties=species:S:1:pos:R:3:forces:R:3 method="wB97M-V/def2-TZVPD" homo_lumo_gap_ev=9.0441 smiles="C=N/C(C)=C(/O)C#N" homo_ev=-8.73
C -1.030 1.912 -0.159 -0.1467 -1.1130 0.6601
N -0.489 1.061 0.638 2.9340 2.0304 -0.9829
C 0.436 0.005 0.098 -2.5165 -0.0471 1.9153
C 1.909 0.215 0.181 0.0664 0.3242 -0.6443
C -0.240 -1.149 0.056 -0.1009 0.9196 -0.8901
O 0.236 -2.333 -0.447 -1.0914 -0.2630 0.6186
C -1.668 -0.976 0.314 -1.6020 -2.5153 -1.4487
N -2.807 -1.215 0.197 1.7047 0.8042 0.7255
H -1.390 1.668 -1.170 0.8805 0.1379 -0.1997
H -1.294 2.913 0.209 -0.4702 -0.5660 0.2484
H 2.449 -0.733 0.076 -0.2678 0.1439 -0.0110
H 2.190 0.674 1.135 -0.2452 -0.0557 -0.1052
H 2.237 0.886 -0.619 0.1057 -0.0190 0.1142
H -0.539 -2.929 -0.508 0.7495 0.2188 -0.0003

***

14
Properties=species:S:1:pos:R:3:forces:R:3 method="wB97M-V/def2-TZVPD" homo_lumo_gap_ev=9.1460 homo_ev=-8.86
C 0.611 -0.977 -2.177 -3.2696 3.0896 7.1301
C 0.152 -0.556 -1.081 -0.3738 -1.6639 -2.5954
C -0.210 -0.109 0.298 5.3632 1.1238 -0.5719
C -1.283 0.264 0.938 -3.1048 0.5199 -4.4323
N -2.440 0.382 0.115 -0.1137 -5.0177 -2.3884
C 1.128 0.522 0.968 -0.4717 -7.0696 -4.1564
N 2.197 -0.246 0.426 2.0568 4.8047 -1.2636
O 1.242 1.217 1.873 -0.4460 3.8451 3.8548
H 0.809 -1.515 -2.994 0.9032 -1.4221 -2.7466
H -1.238 0.954 1.709 0.2279 0.6638 1.9903
H -3.314 0.504 0.554 -1.0091 0.1222 0.9104
H -2.592 -0.650 -0.585 0.7398 4.3374 2.7578
H 1.875 -0.356 -0.628 2.0345 0.1268 2.5124
H 3.061 0.567 0.583 -2.5367 -3.4602 -1.0012